Entry 1:
Density functional theory data (ωB97M-V/def2-TZVPD) for 8 unconnected molecules or ions with the total composition BrH14O7.

Calculated values
* energy above the lowest of the compared OMol25 structures with the same formula, charge and spin: 0.4667 eV
* net charge: -1
* LUMO: 0.11704 Ha
* gap between HOMO and LUMO: 9.3037 eV
* energy: -3109.22642 Eh

Structure (XYZ):
```
22
Properties=species:S:1:pos:R:3:mulliken_charge:R:1
Br -0.05 0.16 -0.79 -0.88
O -0.49 -2.76 -2.48 -0.62
H -0.43 -1.88 -2.05 0.21
H -0.58 -2.56 -3.42 0.25
O 1.13 -2.96 0.25 -0.62
H 1.05 -2.00 0.10 0.32
H 0.39 -3.33 -0.24 0.33
O 3.45 0.75 0.07 -0.59
H 4.22 0.84 -0.50 0.27
H 2.68 0.80 -0.52 0.31
O 1.38 1.03 2.30 -0.63
H 2.25 0.72 2.01 0.32
H 0.76 0.62 1.67 0.33
O 0.02 3.55 0.40 -0.63
H -0.21 3.15 1.25 0.28
H 0.33 2.80 -0.13 0.34
O -2.93 1.98 0.63 -0.63
H -2.10 1.67 0.21 0.34
H -2.64 2.42 1.43 0.29
O -2.60 -1.91 0.22 -0.59
H -3.42 -2.04 -0.27 0.29
H -2.22 -1.09 -0.15 0.29
```


Entry 2:
Density functional theory data (ωB97M-V/def2-TZVPD) for 9 unconnected molecules or ions with the total composition BrH16O8 in a non-equilibrium geometry.

Calculated values
* energy above the lowest of the compared OMol25 structures with the same formula, charge and spin: 0.7544 eV
* net charge: -1
* LUMO: 0.11664 Ha
* gap between HOMO and LUMO: 9.8236 eV
* energy: -3185.64762 Eh

Structure (XYZ):
```
25
Properties=species:S:1:pos:R:3:mulliken_charge:R:1
Br -0.96 0.27 0.28 -0.79
O -0.18 -1.08 3.37 -0.60
H -0.01 -0.24 3.74 0.28
H -0.69 -0.77 2.60 0.27
O 1.45 -0.90 -1.72 -0.48
H 2.14 -0.45 -2.11 0.24
H 0.78 -0.32 -1.37 0.30
O 1.50 -2.35 0.85 -0.56
H 0.81 -1.83 0.53 0.24
H 1.17 -2.70 1.66 0.26
O -0.88 -2.80 -0.88 -0.57
H -1.36 -2.81 -1.69 0.30
H -1.05 -1.88 -0.55 0.24
O -2.14 0.10 -3.21 -0.63
H -1.29 0.58 -3.28 0.32
H -2.25 0.03 -2.25 0.32
O 0.04 2.63 2.35 -0.61
H 0.44 2.24 3.14 0.29
H -0.32 1.87 1.85 0.20
O 2.54 0.92 0.42 -0.62
H 1.70 0.44 0.38 0.33
H 3.10 0.32 -0.04 0.32
O -1.25 3.21 -1.38 -0.61
H -1.28 2.53 -0.75 0.26
H -2.01 3.00 -1.94 0.32
```


Entry 3:
Density functional theory data (ωB97M-V/def2-TZVPD) for a molecular structure, BrH18O9 in a non-equilibrium geometry.

Calculated values
* energy above the lowest of the compared OMol25 structures with the same formula, charge and spin: 6.7956 eV
* net charge: -1
* LUMO: 0.10847 Ha
* gap between HOMO and LUMO: 9.0523 eV
* energy: -3261.87575 Eh

Structure (XYZ):
```
28
Properties=species:S:1:pos:R:3:mulliken_charge:R:1
Br 0.32 0.16 -0.17 -0.52
O -0.77 -1.09 -2.47 -0.69
H -0.01 -1.37 -2.98 0.37
H -0.40 -0.68 -1.69 0.32
O -0.28 1.73 2.10 -0.62
H 0.49 1.76 2.67 0.31
H -0.09 1.02 1.49 -0.07
O -0.53 -2.50 0.07 -0.64
H -0.66 -2.55 -0.88 0.52
H -0.39 -1.57 0.24 -0.16
O -1.40 -0.97 2.06 -0.76
H -1.33 -0.70 1.14 0.34
H -0.50 -1.10 2.34 0.75
O 0.70 -0.95 2.38 -0.60
H 1.60 -0.81 2.68 0.41
H 0.68 -0.59 1.49 0.19
O -2.50 0.60 -0.76 -0.68
H -1.80 0.06 -1.13 0.25
H -2.08 1.07 -0.04 0.34
O -0.30 2.48 -1.57 -0.73
H -0.62 3.17 -0.98 0.34
H -0.24 1.71 -1.01 0.21
O 1.55 -1.85 -1.84 -0.66
H 1.39 -1.03 -1.39 0.44
H 2.06 -2.37 -1.23 0.32
O 1.95 2.18 0.12 -0.77
H 1.36 1.44 -0.03 0.43
H 1.81 2.74 -0.64 0.36
```


Entry 4:
Density functional theory data (ωB97M-V/def2-TZVPD) for a gas-phase ion, BrH2NO2P (charge -1) in a non-equilibrium geometry.

Calculated values
* energy above the lowest of the compared OMol25 structures with the same formula, charge and spin: 0.7841 eV
* net charge: -1
* LUMO: 0.12909 Ha
* gap between HOMO and LUMO: 8.2085 eV
* energy: -3121.96998 Eh
* SMILES: N[P@](=O)([O-])Br

Structure (XYZ):
```
7
Properties=species:S:1:pos:R:3:mulliken_charge:R:1
N -0.07 -1.13 0.34 -0.67
O -1.39 1.15 0.78 -0.65
O -0.32 0.98 -1.57 -0.72
P -0.27 0.57 -0.01 0.87
Br 1.70 1.14 0.74 -0.38
H 0.98 -1.25 0.18 0.25
H -0.64 -1.46 -0.46 0.29
```


Entry 5:
Density functional theory data (ωB97M-V/def2-TZVPD) for 2 unconnected molecules or ions with the total composition BrH2NO2P in a non-equilibrium geometry.

Calculated values
* energy above the lowest of the compared OMol25 structures with the same formula, charge and spin: 6.9880 eV
* net charge: -1
* LUMO (spin up / spin down): 0.10075 / 0.10055 Ha
* gap between HOMO and LUMO (spin up / spin down): 7.0312 / 7.0274 eV
* energy: -3121.74199 Eh

Structure (XYZ):
```
7
Properties=species:S:1:pos:R:3:mulliken_charge:R:1
N 0.57 0.38 -0.14 -0.54
O 1.83 -0.63 -2.09 -0.52
O 1.39 -3.12 0.73 -0.63
P 1.71 -0.73 -0.66 0.50
Br 3.29 0.55 0.30 -0.32
H 0.62 0.37 0.88 0.28
H -0.42 0.38 -0.25 0.23
```


Entry 6:
Density functional theory data (ωB97M-V/def2-TZVPD) for 2 unconnected molecules or ions with the total composition BrH3NP in a non-equilibrium geometry.

Calculated values
* energy above the lowest of the compared OMol25 structures with the same formula, charge and spin: 2.8565 eV
* LUMO (spin up / spin down): -0.05585 / -0.05567 Ha
* gap between HOMO and LUMO (spin up / spin down): 6.8437 / 6.8088 eV
* energy: -2971.83082 Eh

Structure (XYZ):
```
6
Properties=species:S:1:pos:R:3:mulliken_charge:R:1
N 0.87 0.88 0.14 -0.68
P -1.80 -0.70 -0.32 0.07
Br -0.83 -2.65 -0.06 -0.11
H 0.51 1.44 -0.59 0.27
H 1.15 -0.03 0.16 0.23
H 0.10 1.06 0.67 0.22
```


Entry 7:
Density functional theory data (ωB97M-V/def2-TZVPD) for 2 unconnected molecules or ions with the total composition BrH3O3Si in a non-equilibrium geometry.

Calculated values
* energy above the lowest of the compared OMol25 structures with the same formula, charge and spin: 2.4682 eV
* LUMO: -0.01976 Ha
* gap between HOMO and LUMO: 10.2149 eV
* energy: -3091.12575 Eh
* SMILES: O=[Si](O)Br.O

Structure (XYZ):
```
8
Properties=species:S:1:pos:R:3:mulliken_charge:R:1
O -0.61 -1.85 -1.42 -0.66
O -0.90 1.71 0.57 -0.41
O 0.80 -0.47 0.73 -0.57
Si 0.47 0.97 1.00 0.69
Br 1.84 2.51 1.71 -0.12
H 0.06 -1.63 -0.71 0.39
H -1.58 1.22 0.22 0.35
H -0.09 -2.47 -2.10 0.32
```


Entry 8:
Density functional theory data (ωB97M-V/def2-TZVPD) for 2 unconnected molecules or ions with the total composition BrH3P2 in a non-equilibrium geometry.

Calculated values
* energy above the lowest of the compared OMol25 structures with the same formula, charge and spin: 1.3830 eV
* LUMO: -0.04309 Ha
* gap between HOMO and LUMO: 8.1996 eV
* energy: -3258.45106 Eh

Structure (XYZ):
```
6
Properties=species:S:1:pos:R:3:mulliken_charge:R:1
P 0.82 0.73 -0.55 -0.13
P -0.97 0.52 -1.41 0.05
Br -0.41 -1.60 1.88 -0.21
H 0.65 -0.60 1.72 0.18
H 1.37 -0.56 -0.90 0.08
H -1.46 1.52 -0.74 0.02
```


Entry 9:
Density functional theory data (ωB97M-V/def2-TZVPD) for 23 unconnected molecules or ions with the total composition BrH44O22 in a non-equilibrium geometry.

Calculated values
* energy above the lowest of the compared OMol25 structures with the same formula, charge and spin: 0.0000 eV
* net charge: -1
* LUMO: 0.08091 Ha
* gap between HOMO and LUMO: 9.4450 eV
* energy: -4255.94606 Eh

Structure (XYZ):
```
67
Properties=species:S:1:pos:R:3:mulliken_charge:R:1
Br 7.11 10.04 9.90 -0.32
O 10.03 13.72 10.30 -0.66
H 10.99 13.92 10.44 0.26
H 9.59 13.25 11.08 0.49
O 6.67 10.84 6.21 -0.53
H 6.97 10.23 5.52 0.27
H 5.86 10.45 6.63 0.38
O 9.91 11.19 5.24 -0.66
H 9.82 10.26 5.51 0.35
H 9.22 11.65 5.73 0.29
O 5.15 7.15 7.29 -0.68
H 4.76 8.07 7.44 0.41
H 6.07 7.35 7.47 0.27
O 7.14 7.88 4.78 -0.68
H 6.39 7.65 5.31 0.35
H 7.88 8.01 5.41 0.41
O 9.91 5.51 11.15 -0.65
H 9.69 6.37 10.67 0.52
H 10.61 5.19 10.62 0.27
O 7.71 15.41 9.30 -0.65
H 8.56 15.06 9.56 0.32
H 7.15 14.93 9.93 0.33
O 5.96 7.44 11.32 -0.76
H 6.48 8.24 11.13 0.34
H 6.05 6.93 10.49 0.29
O 4.84 12.58 9.60 -0.64
H 4.67 13.38 9.07 0.35
H 5.60 12.20 9.18 0.14
O 8.75 12.65 12.44 -0.73
H 9.02 11.73 12.60 0.37
H 7.79 12.60 12.42 0.33
O 11.35 10.92 8.00 -0.65
H 11.59 10.90 7.07 0.30
H 10.60 11.52 8.09 0.33
O 5.51 14.05 7.35 -0.75
H 6.36 14.37 7.69 0.38
H 5.76 13.14 7.04 0.33
O 5.79 12.12 12.49 -0.63
H 5.41 11.28 12.73 0.30
H 5.44 12.36 11.62 0.33
O 9.40 9.88 12.18 -0.74
H 9.42 9.25 12.92 0.26
H 8.76 9.61 11.53 0.19
O 11.47 9.06 10.03 -0.79
H 11.52 9.84 9.45 0.45
H 10.85 9.30 10.80 0.37
O 9.35 7.69 9.50 -0.81
H 10.25 8.14 9.68 0.58
H 8.63 8.28 9.78 0.06
O 8.64 12.26 7.81 -0.49
H 7.82 11.79 7.81 0.15
H 8.68 12.86 8.58 0.26
O 8.76 8.60 6.75 -0.54
H 8.56 9.43 7.18 0.31
H 8.95 8.03 7.48 0.27
O 4.64 9.38 13.04 -0.66
H 4.69 8.75 12.26 0.31
H 4.70 8.79 13.79 0.29
O 4.51 10.15 7.79 -0.74
H 3.66 10.47 8.04 0.32
H 4.92 9.91 8.63 0.24
O 7.45 5.56 13.40 -0.68
H 7.27 6.33 12.78 0.34
H 7.81 4.86 12.84 0.31
O 9.81 7.23 13.47 -0.71
H 9.92 6.61 12.73 0.35
H 8.98 6.93 13.88 0.38
```


Entry 10:
Density functional theory data (ωB97M-V/def2-TZVPD) for 2 unconnected molecules or ions with the total composition BrH4NSi in a non-equilibrium geometry.

Calculated values
* energy above the lowest of the compared OMol25 structures with the same formula, charge and spin: 2.1737 eV
* LUMO: 0.01087 Ha
* gap between HOMO and LUMO: 9.2969 eV
* energy: -2920.62646 Eh

Structure (XYZ):
```
7
Properties=species:S:1:pos:R:3:mulliken_charge:R:1
N -0.61 0.99 -0.06 -0.46
Si 0.26 -0.47 -0.26 0.25
Br 2.42 -0.16 0.02 -0.17
H -1.68 1.12 -0.01 0.28
H -0.05 1.56 0.65 0.25
H 0.31 -1.13 -1.60 -0.06
H -0.67 -1.91 1.26 -0.08
```


Entry 11:
Density functional theory data (ωB97M-V/def2-TZVPD) for BrH9Si5 in the gas phase in a non-equilibrium geometry.

Calculated values
* energy above the lowest of the compared OMol25 structures with the same formula, charge and spin: 0.2097 eV
* LUMO: -0.01208 Ha
* gap between HOMO and LUMO: 8.8652 eV
* energy: -4026.79867 Eh
* SMILES: Br[SiH]1[SiH2][SiH2][SiH2][SiH2]1

Structure (XYZ):
```
15
Properties=species:S:1:pos:R:3:mulliken_charge:R:1
Si 0.90 -1.14 1.13 0.16
Si 1.28 1.18 1.15 0.22
Si -0.40 -1.98 -0.72 0.15
Si 0.00 2.10 -0.76 0.18
Si -1.27 0.15 -1.17 0.16
Br -2.82 -0.02 0.48 -0.25
H 2.25 -1.93 0.91 -0.09
H 0.30 -1.71 2.40 -0.07
H 0.35 1.84 2.10 -0.08
H 2.77 1.60 1.58 -0.08
H 0.29 -2.59 -2.05 -0.08
H -1.31 -3.24 -0.30 -0.03
H -0.76 3.21 -0.18 -0.05
H 0.76 2.20 -2.16 -0.06
H -2.34 0.31 -2.39 -0.08
```


Entry 12:
Density functional theory data (ωB97M-V/def2-TZVPD) for BrHN2 in the gas phase in a non-equilibrium geometry.

Calculated values
* energy above the lowest of the compared OMol25 structures with the same formula, charge and spin: 3.3489 eV
* LUMO: -0.01609 Ha
* gap between HOMO and LUMO: 9.5372 eV
* energy: -2684.03881 Eh
* SMILES: [H]/N=N/Br

Structure (XYZ):
```
4
Properties=species:S:1:pos:R:3:mulliken_charge:R:1
N 0.58 -0.09 -0.32 -0.22
N -0.55 0.21 -0.06 0.00
Br -0.93 -0.38 1.82 -0.06
H 0.90 0.25 -1.44 0.28
```


Entry 13:
Density functional theory data (ωB97M-V/def2-TZVPD) for a molecular structure, BrHNO2S in a non-equilibrium geometry.

Calculated values
* energy above the lowest of the compared OMol25 structures with the same formula, charge and spin: 0.6182 eV
* net charge: -1
* LUMO: 0.11036 Ha
* gap between HOMO and LUMO: 8.0947 eV
* energy: -3178.03588 Eh

Structure (XYZ):
```
6
Properties=species:S:1:pos:R:3:mulliken_charge:R:1
N 0.78 0.14 -0.05 -0.36
O -0.02 0.32 1.84 -0.55
O -0.54 2.35 0.49 -0.56
S 0.53 1.48 1.00 0.56
Br 1.51 0.58 -2.29 -0.40
H -0.12 -0.19 -0.37 0.32
```


Entry 14:
Density functional theory data (ωB97M-V/def2-TZVPD) for a molecular structure, BrHgO10P2Pb4V in a non-equilibrium geometry.

Calculated values
* net charge: +4
* LUMO: -0.56713 Ha
* gap between HOMO and LUMO: 4.7917 eV
* energy: -5876.55875 Eh

Structure (XYZ):
```
19
Properties=species:S:1:pos:R:3:mulliken_charge:R:1
Hg 1.36 -1.38 1.24 1.39
Pb 1.21 2.71 1.59 1.47
Pb 1.26 1.08 -1.94 1.23
Pb -2.94 1.30 -2.50 1.34
Pb -1.10 -3.10 -1.92 1.35
O -2.34 -1.21 3.19 -0.51
V -3.34 -0.67 2.03 1.79
O -4.78 -1.16 2.10 -0.46
Br -0.79 -0.57 -3.84 -0.47
P 3.24 0.77 0.20 1.19
O 2.42 0.40 1.53 -0.89
O 2.70 2.20 -0.20 -0.81
O 2.77 -0.27 -0.90 -0.71
O 4.61 0.45 0.42 -0.55
P -0.90 -0.10 -0.15 1.37
O -0.03 0.45 0.97 -0.65
O -0.05 -1.31 -0.74 -0.65
O -0.98 0.90 -1.31 -0.52
O -2.34 -0.52 0.23 -0.91
```


Entry 15:
Density functional theory data (ωB97M-V/def2-TZVPD) for a molecular structure, BrLiOV in a non-equilibrium geometry.

Calculated values
* expectation value of S²: 0.8961
* energy above the lowest of the compared OMol25 structures with the same formula, charge and spin: 2.2622 eV
* net charge: +2
* LUMO (spin up / spin down): -0.48768 / -0.45863 Ha
* gap between HOMO and LUMO (spin up / spin down): 8.3487 / 9.4007 eV
* energy: -3599.96743 Eh
* 2S+1: 2

Structure (XYZ):
```
4
Properties=species:S:1:pos:R:3:mulliken_charge:R:1
O 0.32 -0.24 -1.83 -0.38
V 1.16 0.38 -0.64 1.62
Li -0.75 0.05 2.13 0.87
Br -0.73 -0.19 0.33 -0.11
```


Entry 16:
Density functional theory data (ωB97M-V/def2-TZVPD) for a molecular structure, BrMn in a non-equilibrium geometry.

Calculated values
* expectation value of S²: 8.7736
* energy above the lowest of the compared OMol25 structures with the same formula, charge and spin: 3.5939 eV
* net charge: +1
* LUMO (spin up / spin down): -0.34337 / -0.32426 Ha
* gap between HOMO and LUMO (spin up / spin down): 4.9315 / 5.1397 eV
* energy: -3724.57509 Eh
* 2S+1: 6

Structure (XYZ):
```
2
Properties=species:S:1:pos:R:3:mulliken_charge:R:1
Mn -0.29 1.21 -1.36 1.16
Br 0.29 -1.21 1.36 -0.16
```


Entry 17:
Density functional theory data (ωB97M-V/def2-TZVPD) for a molecular structure, BrNa3.

Calculated values
* energy above the lowest of the compared OMol25 structures with the same formula, charge and spin: 0.0000 eV
* net charge: +2
* LUMO: -0.27804 Ha
* gap between HOMO and LUMO: 9.6519 eV
* energy: -3060.50772 Eh

Structure (XYZ):
```
4
Properties=species:S:1:pos:R:3:mulliken_charge:R:1
Na 1.15 2.15 1.00 0.85
Na -2.11 1.03 -1.49 0.80
Na 1.23 -2.87 0.32 0.79
Br -0.28 -0.31 0.17 -0.45
```


Entry 18:
Density functional theory data (ωB97M-V/def2-TZVPD) for a gas-phase ion, BrO3S (charge -1) in a non-equilibrium geometry.

Calculated values
* energy above the lowest of the compared OMol25 structures with the same formula, charge and spin: 3.4318 eV
* net charge: -1
* LUMO: 0.13164 Ha
* gap between HOMO and LUMO: 7.3325 eV
* energy: -3197.90326 Eh

Structure (XYZ):
```
5
Properties=species:S:1:pos:R:3:mulliken_charge:R:1
O 1.39 1.33 0.20 -0.48
O 1.56 -0.70 -0.95 -0.44
O -2.44 -0.83 0.74 -0.68
S 1.06 -0.09 0.24 0.57
Br -1.56 0.30 -0.24 0.04
```


Entry 19:
Density functional theory data (ωB97M-V/def2-TZVPD) for a molecular structure, BrPt in a non-equilibrium geometry.

Calculated values
* expectation value of S²: 2.0102
* energy above the lowest of the compared OMol25 structures with the same formula, charge and spin: 0.5175 eV
* net charge: +1
* LUMO (spin up / spin down): -0.26000 / -0.33561 Ha
* gap between HOMO and LUMO (spin up / spin down): 9.8089 / 7.4367 eV
* energy: -2692.86917 Eh
* 2S+1: 3

Structure (XYZ):
```
2
Properties=species:S:1:pos:R:3:mulliken_charge:R:1
Pt -0.06 0.91 0.39 0.91
Br 0.06 -0.91 -0.39 0.09
```